C37H22Cl5N9O3Tl | wB97M-V/def2-TZVPD

CARTESIAN COORDINATES (ANGSTROEM)
Tl (-0.113, -0.012, -0.010)
O (-5.005, 0.489, 2.819)
C (-5.311, -0.302, 1.782)
C (-6.659, -0.631, 1.614)
C (-7.059, -1.437, 0.573)
C (-6.130, -1.945, -0.338)
C (-4.803, -1.628, -0.181)
C (-4.363, -0.807, 0.870)
C (-2.931, -0.508, 0.956)
O (-2.144, -0.985, 0.077)
N (-2.530, 0.268, 1.984)
N (-1.214, 0.513, 1.938)
C (-0.609, 1.178, 2.837)
C (0.841, 1.371, 2.735)
C (1.519, 2.094, 3.709)
C (2.893, 2.217, 3.615)
C (3.554, 1.604, 2.562)
C (2.803, 0.909, 1.630)
N (1.480, 0.801, 1.707)
H (-4.035, 0.638, 2.810)
H (-7.368, -0.232, 2.326)
H (-8.109, -1.677, 0.462)
H (-6.451, -2.580, -1.152)
H (-4.059, -2.011, -0.867)
H (-1.138, 1.582, 3.696)
H (0.969, 2.545, 4.524)
H (3.443, 2.779, 4.358)
H (4.626, 1.666, 2.452)
H (3.279, 0.423, 0.788)
C (1.674, -3.100, 3.065)
C (0.771, -2.259, 2.430)
N (0.846, -2.050, 1.124)
C (1.797, -2.671, 0.435)
C (2.722, -3.478, 1.093)
N (2.660, -3.688, 2.400)
C (1.778, -2.475, -1.040)
C (2.521, -3.266, -1.899)
C (2.408, -3.072, -3.272)
C (1.522, -2.102, -3.728)
C (0.809, -1.344, -2.814)
N (0.959, -1.529, -1.499)
C (-0.195, -0.327, -3.241)
C (-0.426, 0.022, -4.564)
N (-1.365, 0.898, -4.906)
C (-2.083, 1.430, -3.928)
C (-1.851, 1.114, -2.594)
N (-0.907, 0.243, -2.272)
C (3.194, -3.890, -4.222)
C (3.375, -5.252, -4.014)
C (4.122, -5.969, -4.938)
N (4.685, -5.421, -6.010)
C (4.510, -4.118, -6.200)
C (3.773, -3.311, -5.345)
H (1.608, -3.290, 4.128)
H (-0.017, -1.748, 2.970)
H (3.537, -3.958, 0.568)
H (3.183, -4.031, -1.520)
H (1.379, -1.971, -4.789)
H (0.152, -0.399, -5.376)
H (-2.853, 2.139, -4.203)
H (-2.405, 1.573, -1.784)
H (2.925, -5.756, -3.170)
H (4.271, -7.034, -4.810)
H (4.984, -3.694, -7.077)
H (3.682, -2.251, -5.543)
Cl (0.726, 5.585, -4.852)
C (0.443, 4.580, -3.489)
C (1.324, 3.552, -3.175)
Cl (2.703, 3.261, -4.161)
C (1.091, 2.754, -2.061)
Cl (2.205, 1.482, -1.672)
C (-0.029, 2.922, -1.224)
O (-0.298, 2.158, -0.201)
C (-0.907, 3.963, -1.580)
Cl (-2.317, 4.166, -0.612)
C (-0.675, 4.781, -2.677)
Cl (-1.783, 6.036, -3.056)

The HOMO energy is -10.4 eV. The gap between HOMO and LUMO is 0.22902 Ha. The calculation puts the molar mass at 1022.29 g mol⁻¹. The multiplicity is 1. For the total energy, the calculation gives -125579.8885 eV. The calculation puts the energy relative to the best compared isomer or geometry (same formula, charge and spin) at 8.9 kJ/mol. The LUMO energy comes out at -0.1522 Eh. Its charge is +1.